A molecular structure, C22H12BrCl2F4N9O2PTl, computed with ωB97M-V/def2-TZVPD.

Geometry (Å):
Tl 0.228 -0.119 -1.742
F 0.385 5.662 3.177
C 0.295 4.469 2.617
C 0.617 3.339 3.344
F 1.005 3.447 4.607
C 0.515 2.095 2.744
F 0.785 1.036 3.507
C 0.118 1.944 1.421
P -0.018 0.269 0.737
C -1.590 -0.404 1.274
C -1.711 -1.000 2.529
C -2.938 -1.504 2.923
C -4.035 -1.411 2.076
C -3.916 -0.809 0.832
C -2.692 -0.302 0.429
C 1.344 -0.748 1.312
C 1.174 -2.130 1.300
C 2.278 -2.946 1.497
C 3.534 -2.390 1.679
C 3.701 -1.011 1.671
C 2.609 -0.184 1.483
C -0.254 3.099 0.711
Br -0.940 3.057 -1.040
C -0.148 4.342 1.307
F -0.483 5.448 0.653
H -0.850 -1.087 3.179
H -3.037 -1.980 3.889
H -4.989 -1.817 2.386
H -4.766 -0.750 0.167
H -2.601 0.155 -0.549
H 0.206 -2.569 1.090
H 2.155 -4.020 1.481
H 4.395 -3.032 1.807
H 4.687 -0.583 1.790
H 2.744 0.890 1.450
N -2.053 -1.344 -4.142
C -1.674 -0.027 -4.261
N -2.135 0.781 -5.192
N -1.526 1.966 -4.957
N -0.740 1.895 -3.955
N -0.791 0.618 -3.482
C -1.921 -2.100 -2.995
N -2.663 -3.152 -2.717
N -2.198 -3.589 -1.524
N -1.244 -2.850 -1.100
N -1.019 -1.886 -2.034
H -2.782 -1.641 -4.771
Cl 2.474 2.096 -1.569
C 3.398 0.955 -2.597
Cl 2.758 0.975 -4.242
C 3.336 -0.461 -1.995
O 4.384 -0.983 -1.699
O 2.167 -1.011 -1.888
H 4.422 1.301 -2.621

Calculated values
Energy above the lowest of the compared OMol25 structures with the same formula, charge and spin in kcal per mole: 1.5
Energy in eV: -160451.2600
HOMO level in eV: -8.8
Gap between HOMO and LUMO in eV: 7.601

Mulliken population analysis, charges in e, atoms 1 to 4:
1 Tl 1.72
2 F -0.27
3 C 0.49
4 C 0.34

A single C22H13F8N3 molecule in a non-equilibrium geometry, computed with ωB97M-V/def2-TZVPD.

Geometry (Å):
N -4.130 -0.868 -2.176
C -3.214 -0.500 -1.586
C -2.099 0.016 -0.726
N -1.290 -1.152 -0.303
C -1.827 -1.929 0.779
C -1.483 -1.229 2.053
C -2.500 -0.716 2.853
N -2.265 -0.133 4.038
C -0.973 -0.042 4.444
C 0.110 -0.479 3.645
C -0.134 -1.100 2.425
C 0.968 -1.686 1.661
C 1.416 -2.976 1.981
F 0.838 -3.719 2.957
C 2.511 -3.526 1.278
C 3.196 -2.754 0.321
C 2.809 -1.468 0.055
C 1.681 -0.905 0.708
F 1.372 0.405 0.483
C -1.207 0.989 -1.454
C -0.459 0.605 -2.581
C 0.526 1.451 -3.131
C 1.423 0.960 -4.262
F 1.697 -0.370 -4.089
F 0.870 1.156 -5.496
F 2.627 1.625 -4.220
C 0.712 2.720 -2.538
C -0.082 3.161 -1.453
C 0.084 4.553 -0.863
F -0.420 5.480 -1.732
F 1.381 4.863 -0.678
F -0.525 4.665 0.349
C -1.000 2.287 -0.884
H -2.592 0.479 0.129
H -0.340 -0.874 -0.074
H -1.306 -2.920 0.771
H -2.874 -2.164 0.720
H -3.535 -0.872 2.511
H -0.735 0.411 5.387
H 1.121 -0.363 4.015
H 2.804 -4.517 1.489
H 3.999 -3.209 -0.300
H 3.417 -0.872 -0.641
H -0.560 -0.416 -2.996
H 1.454 3.397 -2.916
H -1.462 2.538 0.047

Calculated values
Energy in eV: -49235.1472
HOMO level in eV: -9.5
Gap between HOMO and LUMO in eV: 9.643

natural (NBO) population analysis, charges in e, atoms 1 to 4:
1 N -0.31
2 C 0.28
3 C -0.17
4 N -0.61

A molecular structure, C22H13IN6ReS2 in a non-equilibrium geometry, computed with ωB97M-V/def2-TZVPD.

Geometry (Å):
Re 0.586 0.002 0.726
S -1.883 3.312 2.380
C -0.574 2.760 3.292
C 0.104 3.734 4.064
N 0.614 4.555 4.680
C -0.111 1.450 3.345
S -0.925 0.108 2.578
C 0.947 1.150 4.217
N 1.790 0.860 4.943
C -0.803 -1.674 -4.716
C 0.017 -2.686 -4.238
C 0.482 -2.649 -2.942
C 0.134 -1.594 -2.085
C -0.654 -0.562 -2.589
C -1.119 -0.606 -3.891
N 0.610 -1.605 -0.757
N 1.246 -2.660 -0.458
C 1.848 -2.707 0.744
C 2.599 -3.834 1.116
C 3.219 -3.841 2.342
C 3.090 -2.742 3.192
C 2.376 -1.619 2.807
C 1.733 -1.555 1.575
H -1.181 -1.710 -5.727
H 0.306 -3.505 -4.881
H 1.125 -3.425 -2.564
H -0.902 0.283 -1.968
H -1.728 0.205 -4.265
H 2.666 -4.664 0.430
H 3.820 -4.683 2.644
H 3.553 -2.765 4.167
H 2.343 -0.774 3.482
N -4.673 4.569 -2.557
C -3.897 3.961 -1.976
C -2.925 3.181 -1.300
C -3.283 1.994 -0.659
C -2.287 1.224 -0.095
N -0.992 1.553 -0.142
C -0.663 2.717 -0.701
C -1.584 3.562 -1.291
H -4.314 1.681 -0.604
H -2.539 0.298 0.407
H 0.385 2.981 -0.695
H -1.267 4.490 -1.739
I 2.709 1.227 -0.294

Calculated values
Energy above the lowest of the compared OMol25 structures with the same formula, charge and spin in kcal per mole: 82.2
Multiplicity: 2
Energy in eV: -63862.7199
HOMO level (alpha / beta) in eV: -8.1 / -8.0
Gap between HOMO and LUMO (alpha / beta) in eV: 5.118 / 4.959

natural (NBO) population analysis, charges in e, atoms 1 to 4:
1 Re 0.89
2 S -0.14
3 C -0.20
4 C 0.23

A molecular structure, C22H14BrCoIN3O2 in a non-equilibrium geometry, computed with ωB97M-V/def2-TZVPD.

Geometry (Å):
Co -0.822 0.238 0.320
O -3.364 0.571 3.464
C -2.568 0.294 2.588
N -2.205 0.987 1.477
C -2.864 2.084 1.021
O -3.788 2.703 1.512
C -2.289 2.513 -0.313
C -3.002 3.365 -1.137
C -2.511 3.582 -2.411
C -1.274 3.069 -2.755
C -0.540 2.349 -1.814
N -1.105 1.981 -0.649
C -1.805 -1.014 2.641
C -2.060 -1.949 3.628
C -1.377 -3.151 3.595
C -0.466 -3.378 2.573
C -0.267 -2.389 1.626
N -0.914 -1.228 1.670
H -3.946 3.758 -0.791
H -3.080 4.158 -3.131
H -0.868 3.208 -3.748
H 0.535 2.493 -1.787
H -2.797 -1.707 4.381
H -1.558 -3.909 4.347
H 0.078 -4.309 2.499
H 0.419 -2.513 0.798
I 1.628 0.886 2.193
C 2.717 -0.103 0.705
C 4.040 -0.299 0.995
C 4.904 -0.835 0.023
C 4.424 -1.086 -1.228
C 3.062 -0.867 -1.546
C 2.628 -1.023 -2.884
C 1.333 -0.760 -3.199
C 0.399 -0.425 -2.190
C 0.712 -0.368 -0.838
C 2.126 -0.441 -0.548
H 4.430 -0.021 1.965
H 5.945 -1.006 0.265
H 5.085 -1.444 -2.010
H 3.353 -1.323 -3.633
H 1.000 -0.804 -4.231
H -0.646 -0.618 -2.423
Br -2.699 -1.266 -1.019

Calculated values
Multiplicity: 2
Energy in eV: -147380.4550
Charge: -1
HOMO level (alpha / beta) in eV: -4.5 / -4.8
Gap between HOMO and LUMO (alpha / beta) in eV: 6.898 / 7.174

natural (NBO) population analysis, charges in e, atoms 1 to 4:
1 Co 0.99
2 O -0.59
3 C 0.65
4 N -0.73

A molecular structure, C22H14BrKN8O2S in a non-equilibrium geometry, computed with ωB97M-V/def2-TZVPD.

Geometry (Å):
K -1.558 -16.905 8.797
Br -3.959 -20.182 12.213
C -4.969 -18.720 11.652
C -6.250 -18.661 12.184
C -7.029 -17.555 11.892
C -6.412 -16.607 11.075
C -5.155 -16.803 10.566
N -4.401 -17.848 10.828
C -4.623 -15.621 9.731
O -4.871 -14.519 10.228
O -3.907 -15.895 8.736
H -6.649 -19.455 12.840
H -8.039 -17.462 12.276
H -6.777 -15.623 10.768
S 1.639 -10.368 5.044
N 2.246 -11.898 5.082
C 1.639 -12.536 6.038
C 1.853 -13.906 6.558
C 2.688 -14.846 6.008
C 2.825 -16.113 6.522
C 1.934 -16.517 7.544
N 0.997 -15.702 8.050
C 0.945 -14.438 7.549
C -0.167 -13.626 8.090
N -1.065 -14.185 8.938
C -2.117 -13.459 9.357
C -2.293 -12.096 9.112
C -1.347 -11.536 8.279
C -0.328 -12.318 7.698
C 0.584 -11.780 6.664
N 0.437 -10.571 6.130
H 3.276 -14.525 5.163
H 3.517 -16.832 6.224
H 2.180 -17.476 8.000
H -2.925 -14.001 9.890
H -3.114 -11.517 9.599
H -1.482 -10.459 8.060
N 1.416 -21.768 6.498
C 0.353 -21.411 7.273
C -0.081 -20.061 7.304
N -0.982 -19.645 8.182
C -1.641 -20.644 8.955
C -1.286 -21.924 8.770
N -0.272 -22.339 7.973
H 1.930 -21.054 5.976
H 1.713 -22.744 6.536
H 0.550 -19.300 6.773
H -2.418 -20.318 9.675
H -1.681 -22.756 9.378

Calculated values
Energy above the lowest of the compared OMol25 structures with the same formula, charge and spin in kcal per mole: 10.7
Energy in eV: -136261.4703
HOMO level in eV: -8.2
Gap between HOMO and LUMO in eV: 7.459

natural (NBO) population analysis, charges in e, atoms 1 to 4:
1 K 0.96
2 Br 0.04
3 C 0.12
4 C -0.29

A molecular structure, C22H15BCl56FNO5 in a non-equilibrium geometry, computed with ωB97M-V/def2-TZVPD.

Geometry (Å):
C 1.443 -1.505 0.470
C 0.268 -0.574 0.044
F 0.668 0.065 -1.102
C 0.009 0.436 1.129
O 0.096 1.835 0.758
C -0.385 2.478 1.845
O -0.262 3.580 2.043
O -1.048 1.597 2.675
C -1.380 0.495 1.761
C -1.623 -0.778 2.573
C -3.073 -1.084 2.978
C -3.731 -2.188 2.152
O -3.553 -2.046 0.756
B -2.514 1.025 0.761
N -3.518 2.009 1.114
O -2.530 0.517 -0.485
H 1.217 -2.544 0.278
H 1.672 -1.429 1.530
H 2.335 -1.227 -0.061
H -0.594 -1.186 -0.155
H 0.666 0.399 1.988
H -1.067 -0.640 3.486
H -1.179 -1.650 2.098
H -3.027 -1.498 3.982
H -3.709 -0.207 3.048
H -4.790 -2.143 2.359
H -3.344 -3.161 2.451
H -2.631 -2.180 0.516
H -4.376 1.502 1.322
H -3.285 2.475 1.986
H -2.964 1.121 -1.102
C 1.213 5.533 4.885
Cl 2.286 6.550 5.856
Cl 1.291 6.036 3.199
Cl 1.721 3.844 5.023
Cl -0.446 5.690 5.472
C 2.264 -1.165 5.386
Cl 2.107 0.587 5.493
Cl 1.470 -1.688 3.890
Cl 3.973 -1.608 5.350
Cl 1.483 -1.936 6.768
C 3.745 3.028 1.564
Cl 2.401 3.793 0.721
Cl 4.931 2.413 0.410
Cl 4.517 4.205 2.635
Cl 3.153 1.659 2.521
C -5.584 -0.106 -2.472
Cl -6.060 -0.307 -0.789
Cl -4.016 -0.872 -2.734
Cl -6.797 -0.853 -3.524
Cl -5.460 1.620 -2.842
C 5.472 3.318 -3.396
Cl 5.891 1.691 -2.834
Cl 6.922 4.328 -3.396
Cl 4.826 3.206 -5.035
Cl 4.266 4.014 -2.312
C 5.758 0.256 -8.005
Cl 6.800 0.670 -6.641
Cl 6.742 0.056 -9.460
Cl 4.908 -1.254 -7.659
Cl 4.580 1.550 -8.267
C -6.113 0.411 5.122
Cl -4.777 -0.383 5.962
Cl -7.502 -0.679 5.057
Cl -6.558 1.887 5.978
Cl -5.604 0.822 3.474
C 3.194 -3.180 -2.894
Cl 4.579 -3.075 -1.798
Cl 2.080 -1.858 -2.558
Cl 3.752 -3.048 -4.569
Cl 2.374 -4.729 -2.659
C 4.859 -3.254 -9.002
Cl 4.704 -3.173 -7.239
Cl 3.677 -2.168 -9.742
Cl 6.484 -2.752 -9.477
Cl 4.553 -4.910 -9.543
C -4.222 7.719 4.746
Cl -3.252 7.441 6.197
Cl -4.396 9.457 4.478
Cl -3.420 6.983 3.356
Cl -5.820 6.993 4.959
C -9.786 -0.391 0.865
Cl -8.355 -0.251 1.897
Cl -10.767 1.074 0.997
Cl -9.241 -0.597 -0.798
Cl -10.742 -1.794 1.355
C -7.477 -4.560 0.146
Cl -6.994 -6.233 0.469
Cl -6.069 -3.504 0.215
Cl -8.221 -4.454 -1.455
Cl -8.631 -4.022 1.371
C 8.074 -6.985 -8.068
Cl 9.466 -6.997 -6.979
Cl 6.995 -5.657 -7.639
Cl 8.630 -6.773 -9.732
Cl 7.205 -8.518 -7.929
C 7.891 0.371 2.507
Cl 6.637 -0.234 3.599
Cl 7.523 2.039 2.073
Cl 9.464 0.291 3.311
Cl 7.924 -0.622 1.044

Calculated values
Energy in eV: -739426.1343
HOMO level in eV: -9.2
Gap between HOMO and LUMO in eV: 8.784

Mulliken population analysis, charges in e, atoms 1 to 4:
1 C -1.16
2 C 0.60
3 F -0.43
4 C 0.16

A molecular structure, C22H15N5O5Re in a non-equilibrium geometry, computed with ωB97M-V/def2-TZVPD.

Geometry (Å):
Re -0.351 0.091 0.192
O 0.415 -0.896 6.115
C 0.151 -0.683 4.849
C -0.806 -1.413 4.109
C -0.962 -1.111 2.786
N -0.235 -0.154 2.189
C 0.657 0.577 2.886
C 0.880 0.348 4.210
C 1.346 1.625 2.010
O 2.082 2.439 2.472
O 0.996 1.516 0.727
C -1.926 -1.785 1.807
O -2.697 -2.619 2.170
O -1.776 -1.333 0.564
H -0.106 -1.599 6.524
H -1.418 -2.186 4.558
H 1.589 0.934 4.779
N -1.965 1.596 0.111
C -2.137 2.106 -1.252
C -3.016 3.107 -1.559
C -3.153 3.546 -2.888
C -2.417 2.967 -3.884
C -1.503 1.930 -3.591
C -0.717 1.294 -4.574
C 0.147 0.295 -4.204
C 0.235 -0.068 -2.862
N -0.480 0.507 -1.898
C -1.358 1.504 -2.253
H -2.847 1.184 0.418
H -1.775 2.378 0.738
H -3.614 3.565 -0.779
H -3.848 4.343 -3.111
H -2.522 3.290 -4.912
H -0.808 1.595 -5.610
H 0.762 -0.218 -4.929
H 0.908 -0.861 -2.568
N 5.876 -1.067 -1.040
C 4.819 -1.419 -0.764
C 3.499 -1.880 -0.452
C 3.232 -3.246 -0.331
C 1.933 -3.641 -0.052
C 0.949 -2.684 0.088
N 1.210 -1.365 -0.022
C 2.469 -0.971 -0.281
H 4.026 -3.969 -0.459
H 1.674 -4.685 0.049
H -0.075 -2.978 0.261
H 2.656 0.095 -0.338

Calculated values
Energy above the lowest of the compared OMol25 structures with the same formula, charge and spin in kcal per mole: 1.4
Multiplicity: 4
Energy in eV: -42863.2290
Charge: +2
HOMO level (alpha / beta) in eV: -15.3 / -15.6
Gap between HOMO and LUMO (alpha / beta) in eV: 8.544 / 7.161

natural (NBO) population analysis, charges in e, atoms 1 to 4:
1 Re 1.86
2 O -0.58
3 C 0.43
4 C -0.27

A molecular structure, C22H16Cl2FeINO4S3 in a non-equilibrium geometry, computed with ωB97M-V/def2-TZVPD.

Geometry (Å):
Fe -0.011 0.175 0.298
Cl 6.148 0.272 4.354
C 4.897 0.061 3.183
C 5.242 -0.024 1.826
C 4.253 -0.209 0.899
Cl 4.646 -0.370 -0.765
C 2.857 -0.280 1.234
O 1.988 -0.439 0.325
C 2.551 -0.166 2.637
C 1.205 -0.112 3.111
O 0.158 -0.069 2.448
C 3.592 -0.027 3.580
H 6.275 0.053 1.524
H 1.105 -0.073 4.210
H 3.338 0.038 4.628
O -0.262 2.095 -0.227
C -1.519 2.654 -0.320
C -1.419 4.138 -0.581
C -2.375 5.105 -0.515
C -1.886 6.367 -0.916
C -0.574 6.328 -1.265
S 0.096 4.751 -1.118
C -2.269 2.398 0.972
C -3.132 1.393 1.290
C -3.557 1.434 2.636
C -2.979 2.445 3.330
S -1.918 3.377 2.352
C -2.202 2.036 -1.525
C -3.502 1.880 -1.896
C -3.634 1.230 -3.145
C -2.434 0.910 -3.693
S -1.113 1.404 -2.706
H -3.384 4.934 -0.186
H -2.490 7.255 -0.947
H 0.045 7.133 -1.604
H -3.468 0.654 0.585
H -4.263 0.744 3.062
H -3.132 2.710 4.357
H -4.332 2.216 -1.302
H -4.578 1.010 -3.610
H -2.240 0.426 -4.630
N -3.665 -1.554 -1.357
C -2.341 -1.769 -1.303
O -1.588 -1.052 -0.651
C -1.838 -2.969 -2.052
I -2.217 -4.712 -0.830
H -4.053 -0.744 -0.900
H -4.297 -2.168 -1.842
H -0.762 -2.911 -2.192
H -2.352 -3.118 -2.998

Calculated values
Energy above the lowest of the compared OMol25 structures with the same formula, charge and spin in kcal per mole: 7.1
Multiplicity: 5
Energy in eV: -132793.1488
HOMO level (alpha / beta) in eV: -8.0 / -8.0
Gap between HOMO and LUMO (alpha / beta) in eV: 7.377 / 7.391

natural (NBO) population analysis, charges in e, atoms 1 to 4:
1 Fe 1.66
2 Cl 0.00
3 C -0.10
4 C -0.19

A molecular structure, C22H16N6O2S2W in a non-equilibrium geometry, computed with ωB97M-V/def2-TZVPD.

Geometry (Å):
W -0.021 -0.387 -1.173
C -1.460 1.075 -4.821
C -1.304 1.182 -3.348
O -0.899 0.096 -2.691
C -1.594 2.298 -2.615
C -1.661 2.297 -1.198
C -2.403 3.348 -0.462
N -1.120 1.282 -0.530
N -1.414 1.183 0.809
C -1.358 -0.049 1.212
O -1.052 -0.979 0.267
C -1.525 -0.419 2.603
C -1.939 0.541 3.534
C -2.017 0.206 4.871
C -1.679 -1.076 5.291
C -1.289 -2.037 4.368
C -1.218 -1.717 3.026
H -1.001 0.164 -5.202
H -1.022 1.940 -5.319
H -2.520 1.053 -5.086
H -1.946 3.173 -3.144
H -2.709 4.158 -1.116
H -1.805 3.729 0.367
H -3.289 2.896 -0.007
H -2.203 1.532 3.192
H -2.352 0.941 5.590
H -1.728 -1.327 6.342
H -1.055 -3.040 4.699
H -0.951 -2.471 2.296
S 1.877 0.841 -2.004
C 1.762 0.003 -3.536
C 2.194 0.747 -4.674
N 2.562 1.362 -5.574
C 1.291 -1.282 -3.678
S 0.771 -2.305 -2.352
C 1.199 -1.882 -4.969
N 1.065 -2.370 -6.002
N 5.342 -2.254 3.815
C 4.485 -1.896 3.141
C 3.430 -1.467 2.277
C 2.543 -2.396 1.731
C 1.566 -1.953 0.874
N 1.442 -0.659 0.500
C 2.271 0.233 1.071
C 3.258 -0.120 1.963
H 2.614 -3.445 1.983
H 0.844 -2.656 0.482
H 2.128 1.269 0.792
H 3.891 0.636 2.405

Calculated values
Energy above the lowest of the compared OMol25 structures with the same formula, charge and spin in kcal per mole: 18.9
Energy in eV: -59587.8711
Charge: +2
HOMO level in eV: -14.9
Gap between HOMO and LUMO in eV: 5.407

natural (NBO) population analysis, charges in e, atoms 1 to 4:
1 W 1.67
2 C -0.70
3 C 0.47
4 O -0.59